Entry from the Open Molecules 2025 dataset: a molecular structure, C22H21Cl2N5O2PdS2 in a non-equilibrium geometry (wB97M-V/def2-TZVPD).

Geometry as ORCA input:
```
! wB97M-V def2-TZVPD RIJCOSX def2/J DEFGRID3
* xyz 0 1
Pd -0.922 -0.691 -0.292
Cl -0.172 6.474 -0.508
C -0.452 4.794 -0.858
C 0.344 4.170 -1.832
C 0.149 2.848 -2.124
Cl 1.113 2.102 -3.343
C -0.855 2.047 -1.480
O -1.076 0.841 -1.827
C -1.603 2.721 -0.448
C -2.526 1.998 0.356
O -2.664 0.774 0.411
C -1.410 4.094 -0.190
H 1.111 4.731 -2.347
H -3.178 2.607 1.007
H -2.011 4.582 0.568
N -4.712 -0.968 -0.937
C -3.995 -2.099 -1.100
N -2.751 -2.206 -0.753
C -2.258 -3.471 -0.952
C -3.146 -4.358 -1.461
S -4.675 -3.591 -1.723
C -0.880 -3.713 -0.547
C -0.108 -4.768 -0.879
S 1.424 -4.666 -0.094
C 0.920 -3.162 0.655
N -0.287 -2.784 0.302
N 1.716 -2.538 1.526
H -4.183 -0.160 -0.635
H -5.598 -0.849 -1.388
H -3.008 -5.400 -1.694
H -0.337 -5.596 -1.529
H 2.672 -2.847 1.575
H 1.530 -1.543 1.774
C 0.054 0.893 3.332
N 1.172 0.570 2.456
C 2.451 0.697 3.137
C 1.132 1.333 1.203
C 1.810 0.598 0.063
C 3.141 0.847 -0.263
C 3.759 0.156 -1.295
C 3.049 -0.797 -2.008
C 1.713 -1.035 -1.710
C 1.102 -0.357 -0.670
H 0.092 0.255 4.216
H -0.877 0.699 2.799
H 0.065 1.943 3.661
H 2.472 0.027 3.998
H 2.639 1.721 3.488
H 3.251 0.413 2.453
H 1.571 2.331 1.345
H 0.079 1.449 0.943
H 3.689 1.611 0.278
H 4.788 0.375 -1.550
H 3.519 -1.342 -2.817
H 1.157 -1.760 -2.294
*
```

Output
HOMO, eV: -7.589
Largest force on an atom, eV/Å: 3.2
Energy relative to the best compared isomer or geometry (same formula, charge and spin), eV: 0.676
Energy, eV: -84895.561



Entry from the Open Molecules 2025 dataset: a molecular structure, C22H21ClN2O in a non-equilibrium geometry (wB97M-V/def2-TZVPD).

Geometry as ORCA input:
```
! wB97M-V def2-TZVPD RIJCOSX def2/J DEFGRID3
* xyz 0 1
O -1.780 -3.218 1.149
C -1.335 -2.109 0.741
C -2.337 -0.939 0.464
C -2.235 0.271 0.806
C -3.236 1.075 0.421
C -4.500 0.783 0.012
C -4.766 -0.583 -0.206
C -3.728 -1.377 -0.217
H -3.923 -2.413 -0.429
H -5.568 -0.788 -0.847
Cl -5.709 2.260 -0.361
H -3.213 2.381 0.747
H -1.361 0.426 1.220
C -0.034 -1.656 0.493
C 0.927 -2.518 1.208
C 2.286 -2.209 1.011
H 3.114 -2.910 1.522
C 2.499 -2.569 -0.519
N 1.650 -1.814 -1.535
C 0.174 -2.107 -0.908
H -0.538 -1.633 -1.775
H -0.113 -3.135 -0.947
C 1.841 -0.518 -2.004
C 1.744 0.614 -0.964
C 0.647 1.445 -1.178
C 0.681 2.383 -0.060
C 1.723 2.559 0.639
C 2.968 2.224 0.418
C 4.042 2.382 1.228
C 5.303 1.677 0.936
C 5.226 0.773 -0.115
N 4.102 0.275 -0.819
C 3.016 1.006 -0.434
H 6.085 -0.034 -0.319
H 6.166 1.892 1.359
H 4.151 3.446 1.853
H 1.709 3.582 1.160
H -0.336 2.911 0.344
H -0.267 1.039 -1.452
H 2.735 -0.577 -2.389
H 1.210 -0.555 -2.712
H 3.385 -2.125 -0.696
H 2.359 -3.646 -0.690
H 2.506 -1.257 1.076
H 0.690 -2.159 2.310
H 0.902 -3.637 1.235
H 0.193 -0.779 0.592
*
```

Output
HOMO, eV: -8.219
Largest force on an atom, eV/Å: 11.6
Energy relative to the best compared isomer or geometry (same formula, charge and spin), eV: 13.720
Energy, eV: -40691.913



Entry from the Open Molecules 2025 dataset: a molecular structure, C22H21ClN3PtS in a non-equilibrium geometry (wB97M-V/def2-TZVPD).

Geometry as ORCA input:
```
! wB97M-V def2-TZVPD RIJCOSX def2/J DEFGRID3
* xyz 1 5
Pt 0.068 -0.173 -0.270
S -1.519 -2.079 3.437
C -0.621 -0.659 3.928
C -0.357 -0.229 5.234
C 0.407 0.916 5.421
C 0.914 1.637 4.335
C 0.622 1.226 3.036
C -0.152 0.084 2.804
N -0.589 -0.508 1.620
C -1.179 -1.712 1.796
C -1.536 -2.415 0.595
C -2.317 -3.571 0.578
C -2.679 -4.109 -0.646
C -2.263 -3.537 -1.837
C -1.422 -2.410 -1.804
C -1.002 -1.862 -0.628
H -0.776 -0.775 6.089
H 0.630 1.257 6.414
H 1.568 2.479 4.496
H 0.975 1.747 2.163
H -2.658 -4.017 1.537
H -3.311 -4.981 -0.700
H -2.632 -3.948 -2.772
H -1.135 -1.920 -2.710
C 3.102 0.563 -3.040
C 2.661 -0.031 -1.709
C 2.807 -1.566 -1.587
C 3.330 0.582 -0.465
N 1.199 0.251 -1.637
H 4.153 0.399 -3.316
H 2.854 1.635 -3.047
H 2.434 0.080 -3.787
H 3.840 -1.973 -1.662
H 2.183 -2.035 -2.366
H 2.315 -1.850 -0.629
H 4.436 0.514 -0.435
H 2.886 0.181 0.466
H 3.081 1.657 -0.469
Cl -0.767 4.139 -4.078
C -1.355 3.288 -2.711
C -2.512 3.689 -2.083
C -2.886 3.032 -0.902
C -2.132 1.985 -0.411
N -1.003 1.575 -1.028
C -0.621 2.230 -2.164
H -3.109 4.497 -2.492
H -3.782 3.353 -0.379
H -2.416 1.467 0.503
H 0.267 1.896 -2.689
*
```

Output
HOMO (spin up / spin down), eV: -9.533 / -11.292
Largest force on an atom, eV/Å: 4.7
Energy relative to the best compared isomer or geometry (same formula, charge and spin), eV: 0.000
Energy, eV: -54219.062



Entry from the Open Molecules 2025 dataset: a molecular structure, C22H21GaI2N2O in a non-equilibrium geometry (wB97M-V/def2-TZVPD).

Geometry as ORCA input:
```
! wB97M-V def2-TZVPD RIJCOSX def2/J DEFGRID3
* xyz -2 1
C -3.131 -1.637 0.094
I -2.804 -0.502 1.660
H -2.178 -2.151 -0.556
H -3.576 -1.055 -0.663
H -3.570 -2.560 0.532
C -1.940 -0.710 -5.125
C -0.545 -1.278 -3.473
N -1.221 -0.235 -4.063
H -2.143 -2.735 -5.939
I 2.646 -2.734 -1.836
N -0.899 -2.372 -4.222
H -2.560 -0.020 -5.741
Ga 0.561 -1.269 -1.962
C -0.215 -1.941 0.275
O -0.280 -3.029 0.691
C -1.747 -1.980 -5.219
C -0.532 -3.731 -3.922
H -0.740 -4.339 -4.809
H -1.125 -4.145 -3.096
H 0.525 -3.807 -3.656
C -1.215 1.124 -3.581
H -1.748 1.749 -4.312
H -0.189 1.489 -3.466
H -1.716 1.219 -2.608
C 0.108 -0.618 -0.166
C 0.239 0.483 0.589
C 0.770 1.018 1.714
C 1.604 0.181 2.593
C 1.767 0.513 3.951
C 2.603 -0.250 4.760
C 3.213 -1.399 4.253
C 2.999 -1.780 2.930
C 2.183 -1.002 2.108
C 0.451 2.429 1.936
C 1.366 3.246 2.606
C 1.066 4.584 2.845
C -0.134 5.115 2.366
C -1.020 4.329 1.616
C -0.705 2.991 1.364
H 1.258 1.410 4.293
H 2.725 0.096 5.780
H 3.856 -1.964 4.925
H 3.461 -2.689 2.563
H 2.096 -1.320 1.067
H 2.298 2.780 2.915
H 1.798 5.153 3.408
H -0.342 6.159 2.590
H -1.933 4.786 1.241
H -1.385 2.394 0.751
*
```

Output
HOMO (spin up / spin down), eV: 1.557 / 1.558
Largest force on an atom, eV/Å: 7.8
Energy relative to the best compared isomer or geometry (same formula, charge and spin), eV: 6.015
Energy, eV: -96752.617



Entry from the Open Molecules 2025 dataset: C22H21N3O3 in the gas phase (wB97M-V/def2-TZVPD).

Geometry as ORCA input:
```
! wB97M-V def2-TZVPD RIJCOSX def2/J DEFGRID3
* xyz 0 1
O 0.810 -2.667 -1.155
C 0.991 -2.035 -0.136
N 1.304 -2.606 1.046
C 1.279 -4.045 1.240
C -0.027 -4.471 1.860
C -0.112 -4.802 3.205
C -1.331 -5.142 3.767
C -2.476 -5.143 2.990
C -2.399 -4.808 1.647
C -1.181 -4.475 1.085
C 0.868 -0.521 -0.059
C -0.510 -0.093 0.573
C -1.580 -0.870 -0.168
C -1.690 -0.280 -1.352
C -0.662 0.822 -1.324
C -0.577 2.014 -2.251
N 0.847 2.288 -2.276
C 1.345 3.592 -2.642
C 0.911 4.636 -1.648
C 1.218 4.493 -0.298
C 0.779 5.452 0.596
C 0.044 6.522 0.106
N -0.254 6.669 -1.173
C 0.167 5.749 -2.022
C 1.630 1.322 -1.740
O 2.824 1.404 -1.566
C 0.732 0.135 -1.431
O -0.671 1.208 0.052
H 1.353 -2.033 1.874
H 1.393 -4.490 0.248
H 2.125 -4.333 1.870
H 0.781 -4.803 3.815
H -1.387 -5.405 4.813
H -3.428 -5.406 3.428
H -3.291 -4.812 1.038
H -1.111 -4.219 0.038
H 1.692 -0.089 0.512
H -0.551 -0.097 1.659
H -2.076 -1.737 0.220
H -2.288 -0.540 -2.202
H -1.127 2.869 -1.849
H -0.952 1.774 -3.253
H 0.994 3.850 -3.647
H 2.437 3.511 -2.650
H 1.792 3.640 0.034
H 1.000 5.372 1.650
H -0.326 7.298 0.763
H -0.104 5.912 -3.059
H 0.795 -0.609 -2.229
*
```

Output
HOMO, eV: -9.357
SMILES: O=C(NCc1ccccc1)[C@@H]1[C@@H]2C=C[C@@]3(CN(Cc4cccnc4)C(=O)[C@@H]13)O2
Largest force on an atom, eV/Å: 0.6
Energy relative to the best compared isomer or geometry (same formula, charge and spin), eV: 2.864
Energy, eV: -33767.884